1.
Molecular formula: C4H2ClFO2
Method: DFT, wB97M-V/def2-TZVPD

Element x y z (Å)
O 2.669 -0.838 -0.003
C 1.666 -0.147 0.016
C 0.349 -0.887 0.061
F 0.412 -2.210 -0.055
C -0.866 -0.295 -0.012
Cl -2.270 -1.286 0.005
C -1.120 1.182 -0.021
O -0.292 2.071 -0.026
H 1.591 0.924 0.014
H -2.138 1.486 0.022

Results
* energy above the lowest of the compared OMol25 structures with the same formula, charge and spin: 3.8 kcal/mol
* DFT total energy: -23513.4495 eV
* gap between HOMO and LUMO: 8.99 eV
* E_HOMO: -10.42 eV
* SMILES string: O=C/C(F)=C(/Cl)C=O

Mulliken atomic charge list, values in e, 6 entries:
1. O -0.457
2. C -0.083
3. C 0.428
4. F -0.228
5. C 0.225
6. Cl -0.159



2.
Molecular formula: C4H2ClFOS
Method: DFT, wB97M-V/def2-TZVPD

Element x y z (Å)
F 1.665 2.525 0.071
C 0.928 1.348 -0.009
O -0.405 1.367 -0.101
C -0.848 0.045 0.078
S -2.683 -0.056 -0.013
C 0.083 -0.891 0.238
C 1.273 -0.055 -0.004
Cl 2.876 -0.838 -0.047
H -2.716 -1.417 -0.321
H -0.175 -2.027 0.110

Results
* energy above the lowest of the compared OMol25 structures with the same formula, charge and spin: 28.6 kcal/mol
* DFT total energy: -32300.4318 eV
* gap between HOMO and LUMO: 9.11 eV
* E_HOMO: -8.66 eV
* SMILES string: Fc1oc(S)cc1Cl

Mulliken atomic charge list, values in e, 6 entries:
1. F -0.230
2. C 0.238
3. O -0.283
4. C 0.265
5. S -0.200
6. C -0.242



3.
Molecular formula: C4H2ClNO
Method: DFT, wB97M-V/def2-TZVPD

Element x y z (Å)
N 0.447 2.521 0.554
C 0.195 1.392 0.399
C 0.197 -0.025 -0.038
C -0.225 -0.635 1.138
O -0.816 0.149 2.113
C 0.134 -0.253 -1.403
Cl 0.034 -1.882 -1.860
H -0.320 -1.727 1.389
H 0.353 0.461 -2.292

Results
* energy above the lowest of the compared OMol25 structures with the same formula, charge and spin: 51.1 kcal/mol
* DFT total energy: -20236.7060 eV
* gap between HOMO and LUMO: 8.49 eV
* E_HOMO: -10.45 eV
* SMILES string: N#C/C(C=O)=C/Cl

Mulliken atomic charge list, values in e, 6 entries:
1. N -0.468
2. C 0.269
3. C 0.220
4. C -0.044
5. O -0.447
6. C -0.096



4.
Molecular formula: C4H2ClO2
Method: DFT, wB97M-V/def2-TZVPD

Element x y z (Å)
C 2.832 -0.032 1.861
C 3.401 -1.073 2.287
C 1.853 0.622 1.220
C -0.139 -0.264 0.055
O 4.136 -1.868 2.778
O 1.539 1.742 0.946
Cl -0.596 -1.975 0.134
H 0.020 -0.005 -0.990
H -0.933 0.323 0.512

Results
* energy above the lowest of the compared OMol25 structures with the same formula, charge and spin: 65.4 kcal/mol
* DFT total energy: -20795.7363 eV
* gap between HOMO and LUMO (spin up / spin down): 6.88 / 6.87 eV
* net charge: -1
* E_HOMO (spin up / spin down): -3.06 / -3.06 eV

Mulliken atomic charge list, values in e, 6 entries:
1. C -0.918
2. C 0.743
3. C 0.654
4. C -0.621
5. O -0.580
6. O -0.459



5.
Molecular formula: C4H2CrO5
Method: DFT, wB97M-V/def2-TZVPD

Element x y z (Å)
C 2.718 -1.027 0.422
O 3.338 -1.986 0.553
O 2.079 -0.064 0.265
O -0.036 1.754 0.367
C -1.025 1.096 0.610
O -1.178 -0.104 0.083
Cr 1.572 1.788 -0.759
H -1.864 1.459 1.224
O -3.650 -0.532 -1.028
C -2.728 -0.776 -0.340
C -2.374 -1.022 0.966
H -2.074 -2.027 1.276

Results
* expectation value of S²: 8.75
* 2S+1: 6
* DFT total energy: -42827.6071 eV
* gap between HOMO and LUMO (spin up / spin down): 7.59 / 9.73 eV
* net charge: +1
* E_HOMO (spin up / spin down): -11.94 / -13.95 eV

Mulliken atomic charge list, values in e, 6 entries:
1. C 0.661
2. O -0.271
3. O -0.344
4. O -0.544
5. C 0.256
6. O -0.382



6.
Molecular formula: C4H2F2O2
Method: DFT, wB97M-V/def2-TZVPD

Element x y z (Å)
C 0.696 0.612 -0.093
C -1.385 -0.148 -0.054
C -0.583 -1.261 -0.015
C 0.764 -0.726 -0.024
H 1.177 2.484 0.614
H -0.873 -2.289 0.071
O 1.568 1.617 -0.186
O -0.658 0.998 -0.037
F -2.672 0.050 -0.156
F 1.966 -1.336 -0.121

Results
* energy above the lowest of the compared OMol25 structures with the same formula, charge and spin: 27.9 kcal/mol
* DFT total energy: -13707.4876 eV
* gap between HOMO and LUMO: 8.44 eV
* E_HOMO: -8.49 eV

Mulliken atomic charge list, values in e, 6 entries:
1. C 0.393
2. C 0.158
3. C -0.444
4. C 0.467
5. H 0.416
6. H 0.423



7.
Molecular formula: C4H2F2OS
Method: DFT, wB97M-V/def2-TZVPD

Element x y z (Å)
F -0.088 -1.875 -2.092
C -0.122 -1.016 -1.155
C -0.147 -1.375 0.198
C 0.030 -0.163 0.855
F 0.110 0.063 2.157
C 0.201 0.852 -0.068
S -0.013 2.559 -0.311
O 0.153 0.287 -1.408
H 0.348 -2.393 0.771
H -0.472 3.060 1.052

Results
* energy above the lowest of the compared OMol25 structures with the same formula, charge and spin: 38.9 kcal/mol
* DFT total energy: -22494.8463 eV
* gap between HOMO and LUMO: 8.52 eV
* E_HOMO: -8.08 eV
* SMILES string: Fc1cc(F)c(S)o1

Mulliken atomic charge list, values in e, 6 entries:
1. F -0.235
2. C 0.465
3. C -0.444
4. C 0.731
5. F -0.272
6. C -0.035



8.
Molecular formula: C4H2F4
Method: DFT, wB97M-V/def2-TZVPD

Element x y z (Å)
C 1.522 0.166 -0.614
C 2.526 -0.610 -0.251
C 0.383 0.651 -1.111
C -0.951 -1.820 0.281
F 3.710 -0.699 -0.794
F 2.435 -1.301 0.908
F -1.220 -1.651 1.517
F -0.912 -3.117 0.044
H -0.467 0.077 -1.334
H 0.329 1.753 -1.090

Results
* energy above the lowest of the compared OMol25 structures with the same formula, charge and spin: 64.6 kcal/mol
* DFT total energy: -15045.2603 eV
* gap between HOMO and LUMO: 9.47 eV
* E_HOMO: -9.43 eV

Mulliken atomic charge list, values in e, 6 entries:
1. C 0.191
2. C 0.301
3. C -0.640
4. C 0.207
5. F -0.207
6. F -0.205



9.
Molecular formula: C4H2F4
Method: DFT, wB97M-V/def2-TZVPD

Element x y z (Å)
C 1.101 2.145 -0.302
C 0.487 1.145 -0.415
C -0.481 -0.316 -0.676
F -0.019 -1.135 -1.663
C -0.289 -1.099 0.625
F -1.010 -0.513 1.612
F -0.650 -2.392 0.591
F 0.947 -1.118 1.105
H 1.279 3.108 -0.026
H -1.365 0.176 -0.851

Results
* energy above the lowest of the compared OMol25 structures with the same formula, charge and spin: 23.9 kcal/mol
* DFT total energy: -15047.0234 eV
* gap between HOMO and LUMO: 11.98 eV
* E_HOMO: -11.18 eV
* SMILES string: C#C[C@@H](F)C(F)(F)F

Mulliken atomic charge list, values in e, 6 entries:
1. C 0.148
2. C -0.801
3. C 0.045
4. F -0.252
5. C 0.783
6. F -0.257



10.
Molecular formula: C4H2HgO2
Method: DFT, wB97M-V/def2-TZVPD

Element x y z (Å)
O -1.060 2.198 0.454
C -0.482 1.455 -0.239
C -0.104 -0.459 -1.045
C 0.302 0.868 -1.350
H 1.310 1.285 -1.452
H 0.086 -0.603 -2.236
O -0.060 -1.570 2.288
C -0.553 -1.400 3.295
Hg 0.561 -1.773 0.286

Results
* expectation value of S²: 0.76
* energy above the lowest of the compared OMol25 structures with the same formula, charge and spin: 82.6 kcal/mol
* 2S+1: 2
* DFT total energy: -12434.9159 eV
* gap between HOMO and LUMO (spin up / spin down): 7.10 / 6.86 eV
* net charge: +1
* E_HOMO (spin up / spin down): -12.85 / -13.62 eV

Mulliken atomic charge list, values in e, 6 entries:
1. O -0.217
2. C 0.570
3. C -0.492
4. C -0.360
5. H 0.372
6. H 0.343



11.
Molecular formula: C4H2I2O4
Method: DFT, wB97M-V/def2-TZVPD

Element x y z (Å)
C -0.035 -0.383 1.647
C -2.395 -0.573 1.877
C -0.573 -0.589 0.166
C -2.136 -0.228 0.321
O 1.056 -0.347 2.013
O -3.329 -1.089 2.350
O -1.117 -0.283 2.507
O 0.060 0.132 -0.810
I -3.502 -1.624 -0.692
I -2.514 1.857 0.245
H -0.371 -1.697 0.082
H 0.569 0.740 -0.340

Results
* energy above the lowest of the compared OMol25 structures with the same formula, charge and spin: 0.0 kcal/mol
* DFT total energy: -28570.5063 eV
* gap between HOMO and LUMO: 9.26 eV
* E_HOMO: -10.09 eV

Mulliken atomic charge list, values in e, 6 entries:
1. C 0.297
2. C 0.494
3. C 0.053
4. C -0.424
5. O -0.425
6. O -0.392



12.
Molecular formula: C4H2IN
Method: DFT, wB97M-V/def2-TZVPD

Element x y z (Å)
C -0.674 -1.179 1.186
C -0.647 -0.785 -0.154
C 0.708 2.025 -0.340
C -0.088 0.477 -0.544
N -0.690 -1.478 2.294
I 2.671 1.722 0.087
H -0.229 0.649 -1.616
H -1.052 -1.430 -0.912

Results
* energy above the lowest of the compared OMol25 structures with the same formula, charge and spin: 59.5 kcal/mol
* DFT total energy: -13764.9408 eV
* gap between HOMO and LUMO: 7.64 eV
* E_HOMO: -9.48 eV

Mulliken atomic charge list, values in e, 6 entries:
1. C 0.350
2. C -0.344
3. C -0.239
4. C -0.236
5. N -0.372
6. I 0.232



13.
Molecular formula: C4H2LiO2Ru
Method: DFT, wB97M-V/def2-TZVPD

Element x y z (Å)
O -0.373 1.637 -0.394
C -0.777 0.866 0.633
C -0.115 0.159 1.445
C 1.825 -0.423 -0.193
C 1.251 -1.355 -0.838
O 0.182 -2.032 -0.877
Ru -1.947 -1.517 0.194
H -1.113 2.117 -0.788
H -0.276 -0.627 2.173
Li 1.343 1.175 -1.355

Results
* expectation value of S²: 12.02
* energy above the lowest of the compared OMol25 structures with the same formula, charge and spin: 90.2 kcal/mol
* 2S+1: 7
* DFT total energy: -11044.2643 eV
* gap between HOMO and LUMO (spin up / spin down): 6.49 / 6.60 eV
* net charge: +1
* E_HOMO (spin up / spin down): -11.74 / -12.97 eV

Mulliken atomic charge list, values in e, 6 entries:
1. O -0.424
2. C -0.055
3. C -0.141
4. C -1.165
5. C 0.978
6. O -0.508



14.
Molecular formula: C4H2LiO2V
Method: DFT, wB97M-V/def2-TZVPD

Element x y z (Å)
H -3.122 1.256 -0.258
O -2.335 -0.504 0.381
C -2.224 0.656 -0.027
C -0.926 1.216 -0.227
C 0.305 1.390 -0.273
Li -0.377 -1.057 0.552
O 2.603 -0.586 0.156
C 1.662 -1.388 -0.105
V 2.327 1.374 0.304
H 2.088 -2.357 -0.503

Results
* expectation value of S²: 6.02
* energy above the lowest of the compared OMol25 structures with the same formula, charge and spin: 2.6 kcal/mol
* 2S+1: 5
* DFT total energy: -34162.7597 eV
* gap between HOMO and LUMO (spin up / spin down): 6.28 / 7.71 eV
* E_HOMO (spin up / spin down): -6.44 / -7.92 eV

Mulliken atomic charge list, values in e, 6 entries:
1. H 0.321
2. O -0.626
3. C 0.456
4. C -0.822
5. C 0.190
6. Li 0.921



15.
Molecular formula: C4H2LuO2
Method: DFT, wB97M-V/def2-TZVPD

Element x y z (Å)
O -1.543 -1.594 -1.253
C -1.348 -0.671 -0.634
C -0.550 1.033 -0.344
C -1.634 0.592 0.343
H -1.804 0.433 1.411
H -1.356 2.040 -0.090
O 2.975 -0.959 0.203
C 3.430 -1.995 0.296
Lu 1.829 1.122 0.068

Results
* energy above the lowest of the compared OMol25 structures with the same formula, charge and spin: 95.2 kcal/mol
* DFT total energy: -41851.0899 eV
* gap between HOMO and LUMO (spin up / spin down): 5.99 / 5.99 eV
* net charge: +3
* E_HOMO (spin up / spin down): -22.31 / -22.31 eV

Mulliken atomic charge list, values in e, 6 entries:
1. O 0.030
2. C 0.460
3. C -0.455
4. C -0.212
5. H 0.416
6. H 0.377



16.
Molecular formula: C4H2N2
Method: DFT, wB97M-V/def2-TZVPD

Element x y z (Å)
N 0.790 1.102 2.285
C 0.910 0.466 1.305
C 0.898 -0.220 0.055
C -0.139 -0.385 -0.712
C -1.566 0.063 -0.559
N -2.701 0.541 -0.762
H 1.850 -0.548 -0.153
H -0.042 -1.020 -1.459

Results
* energy above the lowest of the compared OMol25 structures with the same formula, charge and spin: 25.4 kcal/mol
* DFT total energy: -7157.8077 eV
* gap between HOMO and LUMO: 9.96 eV
* E_HOMO: -11.04 eV
* SMILES string: N#C/C=C\C#N

Mulliken atomic charge list, values in e, 6 entries:
1. N -0.329
2. C 0.165
3. C -0.233
4. C -0.235
5. C 0.180
6. N -0.385



17.
Molecular formula: C4H2N2O
Method: DFT, wB97M-V/def2-TZVPD

Element x y z (Å)
C 1.938 -0.597 0.670
C 0.768 -0.296 0.288
C -0.275 0.306 -0.438
C 0.083 1.731 -0.338
N 0.540 2.873 -0.031
N -1.391 -0.211 -0.728
O -1.763 -1.430 -0.232
H 2.811 -1.203 1.236
H -2.712 -1.172 -0.427

Results
* energy above the lowest of the compared OMol25 structures with the same formula, charge and spin: 124.2 kcal/mol
* DFT total energy: -9201.3534 eV
* gap between HOMO and LUMO: 9.33 eV
* E_HOMO: -10.15 eV
* SMILES string: C#C/C(C#N)=N\O

Mulliken atomic charge list, values in e, 6 entries:
1. C -0.135
2. C -0.029
3. C 0.451
4. C 0.094
5. N -0.397
6. N -0.442



18.
Molecular formula: C4H2N2O
Method: DFT, wB97M-V/def2-TZVPD

Element x y z (Å)
N 2.715 1.378 0.159
C 2.531 0.248 -0.009
C 1.697 -0.865 0.064
C 0.491 -0.790 0.208
C -0.951 -0.705 0.094
N -1.469 0.523 -0.176
O -1.587 -1.735 0.169
H -0.961 1.397 -0.175
H -2.466 0.548 -0.333

Results
* energy above the lowest of the compared OMol25 structures with the same formula, charge and spin: 46.5 kcal/mol
* DFT total energy: -9204.7213 eV
* gap between HOMO and LUMO: 10.30 eV
* E_HOMO: -10.70 eV
* SMILES string: N#CC#CC(N)=O

Mulliken atomic charge list, values in e, 6 entries:
1. N -0.382
2. C 0.429
3. C -0.253
4. C 0.229
5. C 0.430
6. N -0.376



19.
Molecular formula: C4H2N2O
Method: DFT, wB97M-V/def2-TZVPD

Element x y z (Å)
C -0.001 -2.475 1.408
C -0.179 -1.467 0.785
C -0.156 -0.240 0.191
N -0.972 0.742 0.203
N -0.520 1.783 -0.631
C 0.612 1.344 -1.073
O 0.917 0.113 -0.632
H 0.013 -3.433 1.855
H 1.436 1.875 -1.663

Results
* energy above the lowest of the compared OMol25 structures with the same formula, charge and spin: 47.7 kcal/mol
* DFT total energy: -9204.6705 eV
* gap between HOMO and LUMO: 10.42 eV
* E_HOMO: -10.10 eV
* SMILES string: C#Cc1nnco1

Mulliken atomic charge list, values in e, 6 entries:
1. C -0.121
2. C -0.327
3. C 0.539
4. N -0.350
5. N -0.361
6. C 0.131



20.
Molecular formula: C4H2N2OS
Method: DFT, wB97M-V/def2-TZVPD

Element x y z (Å)
C 0.513 -0.438 0.740
C -0.612 0.045 -1.024
C -1.638 0.825 -1.824
C -2.709 1.736 -1.979
H -0.109 0.349 2.816
H -3.465 2.420 -2.560
N 1.063 -1.289 -0.200
N -0.428 0.458 0.161
O 0.360 -1.003 -1.390
S 1.433 -0.121 2.229

Results
* energy above the lowest of the compared OMol25 structures with the same formula, charge and spin: 134.0 kcal/mol
* DFT total energy: -20035.6280 eV
* gap between HOMO and LUMO: 8.92 eV
* E_HOMO: -9.55 eV

Mulliken atomic charge list, values in e, 6 entries:
1. C 0.332
2. C 0.677
3. C -0.228
4. C -0.339
5. H 0.193
6. H 0.325



Table of largest force on an atom (eV Å⁻¹), in record order: 2.8; 4.0; 9.4; 2.4; 6.6; 5.7; 4.2; 3.8; 6.7; 8.0; 4.8; 5.4; 4.7; 1.2; 8.7; 9.1; 10.3; 1.4; 4.6; 9.8